Record 1
Molecular formula: H60O30
Method: DFT, the ωB97M-V functional and the def2-TZVPD basis

Output
* E: -2293.20097 Ha
* highest occupied orbital energy: -10.1 eV
* F_max: 0.0643 Eh/bohr
* gap between HOMO and LUMO: 9.07 eV
* energy above the lowest of the compared OMol25 structures with the same formula, charge and spin: 94.4 kcal/mol
* LUMO level: -0.98 eV

Last column: Mulliken charge in e.
Atoms and positions in Å:
1 O -0.531938 -2.228469 1.828330  -0.432
2 O -2.071390 1.784157 0.138156  0.153
3 O 1.787767 3.713993 1.554784  -0.596
4 O 0.299084 1.939462 -3.672239  -0.493
5 O 3.967367 4.248787 -1.860818  -0.644
6 O 4.604887 -1.382870 -0.249345  -0.595
7 O -4.694733 2.036364 -1.081665  -0.650
8 O 0.710613 3.770325 4.435581  -0.667
9 O 4.199628 -2.046510 4.190189  -0.628
10 O 2.416445 -0.446990 1.898313  -0.138
11 O -1.553162 3.996952 -1.930168  -0.711
12 O -2.102448 -2.532157 -5.322487  -0.611
13 O 3.236634 1.355716 -2.021819  -0.487
14 O 1.224942 -1.767645 -0.826749  -0.305
15 O 2.591724 1.982778 5.164657  -0.676
16 O 2.147566 -4.526801 -0.295598  -0.667
17 O -1.419585 1.596740 3.369995  -0.698
18 O 0.133108 -3.547720 -2.778033  -0.653
19 O 0.280758 -0.663759 3.898115  -0.500
20 O -2.993024 3.942824 1.516190  -0.575
21 O 0.449963 0.967460 -0.588832  -0.061
22 O -3.929111 -0.798621 -1.789369  -0.747
23 O -2.771482 1.508201 -2.939074  -0.504
24 O -2.351077 -1.010886 0.522625  -0.649
25 O 3.854545 1.900771 1.062332  -0.611
26 O -3.173157 -1.721301 3.080651  -0.585
27 O -1.036931 -0.393141 -3.974866  -0.701
28 O 0.170364 5.323965 -0.151737  -0.650
29 O -1.704953 -4.080491 4.170730  -0.674
30 O 2.825679 -0.301842 -4.140184  -0.582
31 H -1.584244 0.171325 -3.389656  0.305
32 H -1.554903 -4.778610 3.588234  0.288
33 H -1.915616 -1.820699 -4.732932  0.401
34 H -1.739286 -3.180053 3.780962  0.334
35 H -3.886865 3.770276 1.803059  0.264
36 H -4.435189 -0.303884 -1.116592  0.290
37 H 1.061990 1.559934 -0.147893  0.056
38 H 3.242393 2.611548 1.211007  0.481
39 H -5.173356 1.928446 -0.257107  0.286
40 H 0.859089 4.704997 4.644657  0.254
41 H -1.619203 4.481245 -2.778444  0.290
42 H 1.249310 4.332859 1.007037  0.339
43 H 0.598383 5.673772 -0.910124  0.259
44 H -2.450910 4.052205 -1.514213  0.308
45 H -0.290192 0.212713 -4.199401  0.282
46 H -0.906998 -1.651683 1.150745  0.261
47 H 3.457997 -0.050579 -4.780142  0.274
48 H 1.534256 -0.601071 2.296774  -0.009
49 H 0.717981 0.967992 -1.519921  0.047
50 H 1.848869 -3.594311 -0.374318  0.342
51 H -2.925092 -1.318370 2.265562  0.407
52 H 0.659886 -2.101117 -1.589631  0.368
53 H -1.162756 1.619845 0.200641  0.179
54 H 3.004327 -0.799292 2.594274  0.196
55 H -2.134227 2.591799 0.736208  0.076
56 H 3.253565 1.683729 4.517391  0.322
57 H -2.251481 2.106619 -2.440599  0.242
58 H -0.189931 3.405752 4.260934  0.305
59 H -0.224034 2.738141 -3.753583  0.148
60 H 0.304475 -2.660064 1.475328  0.225
61 H -0.129359 -1.235445 3.251706  0.410
62 H 0.367650 -1.054342 4.776343  0.182
63 H -2.515571 4.424520 2.220710  0.283
64 H 3.789193 0.845731 -1.434233  0.230
65 H 4.716902 -2.308604 -0.420801  0.283
66 H 4.812222 3.957695 -1.585514  0.291
67 H 0.813634 -1.100473 -0.213040  0.033
68 H 3.233978 1.137791 0.887267  0.106
69 H -2.352022 -0.101400 0.351274  0.273
70 H 3.123776 0.779725 -2.804987  0.304
71 H 0.567391 -4.251479 -2.286722  0.292
72 H 4.994285 -1.579283 4.501652  0.312
73 H 3.522880 3.419761 -1.991469  0.331
74 H -3.510978 -1.097154 3.707131  0.283
75 H -3.094193 2.050834 -3.684862  0.259
76 H 0.583651 -3.344677 -3.595430  0.305
77 H 3.855797 -1.303038 0.312207  0.278
78 H -2.781734 -1.340413 -0.242839  0.336
79 H 2.775455 -4.727634 -0.996133  0.291
80 H -3.421642 -0.203323 -2.380472  0.370
81 H 1.931948 2.546788 4.710827  0.400
82 H -0.714322 0.888229 3.317183  0.356
83 H -1.686581 1.806895 2.482038  0.417
84 H 1.222682 2.091523 -3.609956  0.263
85 H -3.803403 1.679444 -0.967529  0.095
86 H -0.630725 5.021605 -0.537274  0.341
87 H -3.044227 -2.508170 -5.361692  0.312
88 H 2.044903 -0.428068 -4.627902  0.273
89 H 1.349402 3.516511 2.375146  0.286
90 H 3.790338 -2.443646 5.042687  0.321

Forces on the atoms, in the same order (eV/Å):
2.3 -1.0 0.2
-2.1 1.9 1.3
0.0 0.3 -1.2
-1.3 -0.9 -0.1
-1.0 1.1 -0.5
1.1 0.8 -0.8
-0.2 0.2 -0.1
-0.1 -0.6 -0.6
-0.7 -0.7 2.2
-0.3 -0.6 0.4
-1.1 0.3 -0.3
0.3 -0.9 -0.8
-0.5 0.3 -0.8
-0.4 -0.3 0.0
0.3 -0.2 -0.2
-0.4 0.1 0.1
1.1 -0.4 0.5
-0.6 0.5 0.6
0.6 1.4 0.5
1.0 0.5 0.1
-0.4 0.0 0.1
0.2 -0.4 0.2
-0.9 -0.3 -1.6
0.5 -1.2 1.3
-0.3 -1.9 -0.7
-0.1 -1.5 1.0
0.6 0.7 0.2
0.4 0.3 1.4
-0.3 2.2 2.4
0.5 -0.1 1.6
0.4 -0.3 -0.5
0.4 -1.0 -1.9
0.8 1.0 0.8
-0.2 -1.3 -0.5
-0.3 0.0 0.4
0.4 0.1 -1.1
0.5 0.2 0.0
-0.5 1.0 0.2
0.1 0.0 0.2
-1.0 -0.5 -0.2
-0.2 -0.1 0.7
0.3 -0.5 0.6
1.2 0.6 -0.9
0.9 0.0 -0.5
-1.0 -0.6 0.3
-0.3 -0.2 -0.5
1.3 0.4 -1.1
0.6 0.2 -0.1
0.0 0.0 0.2
0.5 -0.3 -0.3
0.2 0.8 -1.0
0.2 0.8 1.4
2.8 -1.0 -0.8
-0.1 0.2 -0.3
-0.8 -0.9 -1.0
-0.6 0.3 0.2
1.2 1.0 1.2
0.7 1.0 0.4
0.5 0.2 0.1
-1.6 0.9 0.4
-0.6 -1.4 -0.2
-0.2 -0.1 -0.5
-0.6 -0.3 -0.4
0.4 -0.2 0.6
0.0 -0.6 -0.1
1.5 -0.3 0.6
0.3 -0.8 -1.6
1.1 0.9 0.6
0.2 2.6 -0.2
0.0 0.1 0.5
0.3 -0.1 -0.3
-0.4 -0.2 -0.1
-0.5 -0.9 0.0
-0.1 0.7 0.2
0.0 -0.7 0.4
0.3 -0.4 -0.2
-1.3 0.0 0.8
-0.8 -1.1 -1.5
0.0 0.4 0.0
-0.9 0.0 0.8
0.6 -0.4 0.2
-0.9 0.7 0.4
-0.1 -0.2 -0.5
1.3 0.9 0.1
-0.1 0.1 0.3
-1.3 -0.8 -0.4
-1.1 -0.3 -0.3
-1.8 -0.4 -0.9
-0.4 0.2 0.7
1.1 1.1 -2.2

***

Record 2
Molecular formula: C38H50Br2MoN3P2Si
Method: DFT, the ωB97M-V functional and the def2-TZVPD basis

Output
* multiplicity: 3
* E: -7829.81363 Ha
* highest occupied orbital energy (spin up / spin down): -15.9 / -15.8 eV
* F_max: 0.0340 Eh/bohr
* gap between HOMO and LUMO (spin up / spin down): 6.78 / 6.38 eV
* charge: +3
* LUMO level (spin up / spin down): -9.14 / -9.41 eV

Last column: Löwdin spin population.
Atoms and positions in Å:
1 Mo -0.768309 1.240191 0.546401  1.779
2 Br -2.715709 2.332191 -0.878399  0.037
3 Br -1.995509 3.483791 1.878901  0.014
4 P -1.709509 -0.506809 1.978401  0.006
5 P -1.249309 -0.867309 -0.715999  0.021
6 Si 1.960691 2.066591 -2.046399  -0.001
7 N -2.198109 -1.369809 0.607601  0.022
8 N 1.014591 0.985891 1.729401  0.034
9 N 2.625491 1.227891 3.197601  0.010
10 C -0.669709 -3.507009 -1.291999  0.001
11 C 0.854891 3.201791 -0.992999  0.003
12 C 0.616091 -3.669709 3.127801  0.000
13 C -4.785109 -0.786509 -2.721699  0.000
14 C 1.265791 -2.102609 -0.995899  0.003
15 C 0.157791 -4.604409 -1.450399  0.001
16 C 1.534891 -4.461409 -1.354299  0.000
17 C -3.104009 -0.501609 3.130901  -0.003
18 C -2.487009 -0.990909 -2.036099  -0.003
19 C 2.723891 -0.047409 2.728101  0.002
20 C -0.115209 -2.248709 -1.055199  0.009
21 C 4.043191 2.678591 -0.192699  0.000
22 C -4.454809 -1.290209 -3.971799  -0.002
23 C -3.746409 -1.730809 3.283401  -0.001
24 C 1.723291 -0.184709 1.818401  0.018
25 C -4.341409 0.368791 4.991001  0.000
26 C -0.582309 -1.601009 2.885201  0.001
27 C 0.696791 -2.018409 4.872801  0.000
28 C -3.807609 -0.637309 -1.756199  -0.002
29 C 4.102691 0.362091 -1.137099  0.000
30 C -3.143009 -1.642909 -4.254899  0.000
31 C 1.593391 1.834391 2.586701  0.023
32 C -0.300209 1.552891 -3.711199  -0.001
33 C 1.076591 -3.253509 4.366001  -0.001
34 C -3.398509 0.549991 3.992001  0.000
35 C 1.234291 1.510191 -3.746499  0.000
36 C -0.133209 -1.191209 4.138801  -0.001
37 C 1.698591 0.095091 -4.121799  0.000
38 C -0.213409 -2.846609 2.386001  0.000
39 C -2.155909 -1.487209 -3.296299  -0.002
40 C 4.703691 2.321091 -2.574999  0.000
41 C -3.295009 3.633591 0.461901  0.014
42 C 1.218391 3.236991 2.874001  0.004
43 C 2.087491 -3.211309 -1.124199  0.000
44 C 3.783691 1.831491 -1.445499  0.000
45 C 1.729091 2.495591 -4.820499  0.000
46 C -4.987609 -0.848609 5.131101  0.000
47 C -4.694609 -1.896709 4.271801  0.000
48 H -3.478209 -2.559409 2.644801  0.000
49 H 3.986891 3.741191 -0.414299  0.000
50 H 2.036091 3.758091 3.365601  0.000
51 H 5.734591 2.250591 -2.236399  0.000
52 H 5.051591 2.476691 0.158801  0.000
53 H -0.273709 -5.572009 -1.647499  0.000
54 H 4.508091 3.359691 -2.832999  0.000
55 H -0.666109 2.567891 -3.582699  0.000
56 H 3.469791 -0.736309 3.065501  0.000
57 H -1.742609 -3.619609 -1.372299  0.000
58 H -5.709709 -0.991009 5.918501  0.000
59 H 1.382291 -0.649009 -3.391799  0.000
60 H -5.807309 -0.525209 -2.495399  0.000
61 H 2.802791 2.430291 -4.972599  0.000
62 H 0.223391 2.602891 -0.264699  0.006
63 H -4.558009 1.174891 5.674501  0.000
64 H 3.834391 -0.295209 -1.958999  0.000
65 H 0.955891 3.784991 1.970801  0.001
66 H 1.472391 3.523391 -4.578599  0.000
67 H 4.617391 1.707491 -3.467699  0.000
68 H 0.885891 -4.640409 2.739201  0.000
69 H 5.173991 0.262891 -0.985499  0.000
70 H -3.289209 4.640891 0.046401  0.000
71 H -0.678909 1.192691 -4.664599  0.000
72 H 1.259891 -0.173109 -5.079599  0.000
73 H 1.445391 -1.046709 1.247001  0.003
74 H 3.599191 0.028491 -0.231399  0.000
75 H 3.352191 2.437491 0.613301  0.000
76 H 2.777891 0.035891 -4.245799  0.000
77 H 1.249191 2.246491 -5.763699  0.000
78 H 3.157691 -3.097409 -1.042699  0.000
79 H -1.139109 -1.784909 -3.515699  0.000
80 H -2.570409 -2.318609 0.646901  0.001
81 H -0.565709 -3.189609 1.423601  0.000
82 H -5.186109 -2.848609 4.390201  0.000
83 H -4.282209 3.358291 0.824301  0.001
84 H 1.686291 -1.113409 -0.860199  0.003
85 H 1.716691 -3.898309 4.947401  0.000
86 H -4.074809 -0.279009 -0.769899  0.000
87 H 0.357591 3.262791 3.544401  0.001
88 H -5.218809 -1.420409 -4.722699  0.000
89 H -2.882609 1.497091 3.899801  0.000
90 H -0.454509 -0.234809 4.533101  0.000
91 H 0.180091 3.802091 -1.606199  0.001
92 H 2.172491 -5.323909 -1.477599  0.000
93 H -0.704609 0.916891 -2.920399  -0.001
94 H 3.220591 1.632991 3.909001  0.000
95 H 1.443891 3.885291 -0.379199  0.000
96 H 1.031791 -1.710609 5.850201  0.000
97 H -2.897409 -2.055109 -5.223299  0.000

Forces on the atoms, in the same order (eV/Å):
-0.3 -0.6 0.7
-0.5 0.2 -0.3
0.1 0.1 0.2
-0.4 -0.5 0.2
-0.3 -0.6 0.1
0.0 0.1 -0.2
0.1 -0.3 0.2
0.2 0.6 0.1
-0.3 0.2 -0.1
0.1 0.1 0.0
0.3 -0.5 -0.3
0.1 -0.1 0.0
-0.1 0.0 -0.1
-0.3 0.0 -0.1
-0.1 0.0 0.0
0.0 0.1 0.0
0.2 0.0 -0.2
0.2 0.2 0.0
-0.2 -0.5 -0.5
0.0 0.4 -0.1
-0.3 0.0 -0.2
0.1 0.0 0.0
0.0 0.2 0.0
0.7 -0.5 0.1
0.0 0.1 0.1
-0.1 0.1 0.0
-0.1 0.1 0.1
0.0 0.0 0.1
-0.3 0.0 -0.1
0.0 0.0 -0.1
0.2 0.3 0.2
0.3 0.1 0.3
0.0 0.0 0.0
0.1 0.0 -0.2
0.1 -0.2 0.4
-0.1 -0.1 -0.1
0.1 0.1 0.3
-0.1 0.2 -0.1
0.0 0.1 0.0
-0.4 0.0 -0.2
0.0 0.0 -0.1
-0.2 0.1 0.1
0.1 0.1 0.0
-0.5 0.0 0.1
0.3 0.1 0.4
0.0 0.1 0.0
0.0 -0.1 0.0
-0.1 -0.2 0.0
0.0 0.2 0.1
0.0 0.0 0.0
0.1 0.0 0.1
0.2 0.0 0.0
0.0 -0.1 0.0
0.1 0.2 -0.1
-0.1 0.2 0.1
0.1 -0.1 0.1
-0.1 -0.1 0.0
-0.1 0.0 0.1
0.0 -0.1 0.0
-0.1 0.0 0.0
0.1 0.0 0.0
0.9 1.4 -0.6
-0.1 0.1 0.1
0.0 -0.2 -0.1
0.1 0.0 0.0
-0.1 0.2 -0.1
0.0 0.0 -0.2
0.0 -0.1 0.0
0.2 0.0 0.1
0.1 -0.2 0.0
-0.1 -0.1 -0.1
-0.1 0.0 -0.2
0.1 -0.1 0.0
0.0 -0.1 0.1
-0.1 0.0 0.1
0.1 0.0 0.1
-0.1 -0.1 -0.1
0.1 0.0 -0.1
0.0 0.0 0.0
-0.1 0.2 0.0
0.0 0.0 -0.1
-0.1 -0.1 0.0
0.2 -0.1 0.0
0.1 0.0 0.1
0.1 -0.1 0.1
0.0 -0.1 0.0
0.0 0.1 0.1
-0.1 0.0 -0.1
0.0 0.0 0.0
0.0 0.0 0.1
-0.1 -0.2 0.0
0.1 0.0 0.0
-0.1 0.0 -0.1
-0.1 0.1 -0.1
0.0 -0.2 0.1
0.1 0.0 0.1
0.0 0.0 0.0

***

Record 3
Molecular formula: C4H12
Method: DFT, the ωB97M-V functional and the def2-TZVPD basis

Output
* multiplicity: 2
* E: -159.16101 Ha
* highest occupied orbital energy (spin up / spin down): -16.9 / -15.8 eV
* F_max: 0.0326 Eh/bohr
* gap between HOMO and LUMO (spin up / spin down): 13.90 / 4.85 eV
* energy above the lowest of the compared OMol25 structures with the same formula, charge and spin: 5.5 kcal/mol
* charge: +1
* LUMO level (spin up / spin down): -2.97 / -10.96 eV

Last column: Löwdin spin population.
Atoms and positions in Å:
1 C 0.198406 -0.694603 1.819368  0.201
2 C 1.010810 0.561812 -2.445724  0.120
3 C -0.393553 0.222152 -2.074814  0.208
4 C -0.822261 -0.062999 2.726518  0.097
5 H 1.344608 1.491207 -2.001191  0.001
6 H -1.802360 -0.473067 2.517908  0.003
7 H -1.093288 1.054266 -2.148437  0.013
8 H -0.064222 -0.428304 0.708898  0.087
9 H -0.295197 -0.091510 -0.937378  0.097
10 H 1.059758 0.602830 -3.556167  0.064
11 H -0.794793 -0.630428 -2.620777  0.008
12 H 1.253502 -0.400455 1.841886  0.017
13 H 0.220296 -1.774997 1.954314  0.005
14 H -0.837860 1.026071 2.663152  0.006
15 H 1.737373 -0.231653 -2.230590  0.019
16 H -0.378534 -0.233195 3.725203  0.054

Forces on the atoms, in the same order (eV/Å):
0.5 -0.6 0.5
0.1 -0.2 0.6
0.3 0.1 -1.0
0.9 0.8 -1.2
0.1 0.2 -0.2
-0.1 -0.2 0.7
0.0 0.0 0.6
-0.2 0.0 -0.3
-0.2 0.0 0.3
-0.2 0.1 -0.1
0.0 -0.3 0.4
-0.2 0.6 0.1
-0.4 -0.1 -0.6
-0.1 0.0 -0.1
0.0 0.0 0.0
-0.4 -0.4 0.3